# 1
Molecular formula: H19O9
Method: DFT, the ωB97M-V functional and the def2-TZVPD basis

Energy above the lowest of the compared OMol25 structures with the same formula, charge and spin ... 2.873 eV
F_max ... 4.42 eV Å⁻¹
DFT total energy ... -18728.8124 eV
Highest occupied orbital energy ... -14.175 eV
Charge ... +1

Each line ends with the natural charge from an NBO analysis.
Cartesian coordinates (Å):
O1 -13.5358 -21.0797 21.1824  -0.84
H1 -12.9845 -21.8667 21.0374  0.56
H2 -12.9918 -20.1733 21.5166  0.58
H3 -14.1728 -21.3460 21.8418  0.55
O2 -12.8515 -23.8688 20.6966  -0.99
H4 -13.0156 -24.2955 21.5566  0.52
H5 -13.6980 -23.6509 20.2583  0.49
O3 -12.5127 -22.2126 23.4558  -0.95
H6 -11.6130 -22.2474 23.5569  0.50
H7 -12.6764 -21.7641 24.2407  0.47
O4 -14.1233 -24.4886 23.3091  -0.97
H8 -13.9626 -24.8949 24.1502  0.47
H9 -13.5810 -23.6359 23.4883  0.48
O5 -15.5437 -21.3477 22.8488  -0.94
H10 -16.4268 -20.9287 22.8238  0.50
H11 -15.3143 -20.9642 23.6637  0.48
O6 -15.2831 -22.2356 18.3575  -0.96
H12 -15.8134 -22.0633 17.5032  0.49
H13 -15.3012 -21.3668 18.8407  0.47
O7 -12.2093 -18.7374 21.8752  -0.99
H14 -12.6186 -17.9160 21.5502  0.52
H15 -11.2688 -18.6219 22.3206  0.54
O8 -11.7385 -19.7416 19.2344  -0.98
H16 -11.5062 -20.4894 18.5996  0.50
H17 -12.2124 -19.0237 18.7984  0.49
O9 -10.1333 -22.7307 22.0934  -0.94
H18 -10.1749 -23.2747 21.2961  0.49
H19 -10.0806 -21.9004 21.6507  0.46

Atoms 1-2, force components in eV/Å:
O 1.7502 2.9626 -0.5276
H 0.8977 -0.6806 -0.1852

---

# 2
Molecular formula: C3H5NO2
Method: DFT, the ωB97M-V functional and the def2-TZVPD basis

Energy above the lowest of the compared OMol25 structures with the same formula, charge and spin ... 0.855 eV
F_max ... 0.62 eV Å⁻¹
DFT total energy ... -8776.8394 eV
Highest occupied orbital energy ... -10.785 eV
SMILES string ... [H]/N=C(/C)OC=O
Charge ... 0

Each line ends with the natural charge from an NBO analysis.
Cartesian coordinates (Å):
H1 -2.0889 0.1277 -0.4882  0.35
N1 -1.3412 -0.3718 -0.9689  -0.62
C1 -0.2915 -0.4169 -0.2830  0.56
C2 0.9813 -1.0631 -0.7224  -0.69
O1 -0.1802 0.0886 1.0317  -0.54
C3 -0.3040 1.4198 1.2297  0.65
O2 -0.4802 2.2453 0.3789  -0.56
H2 1.3071 -1.8034 0.0155  0.23
H3 1.7688 -0.3057 -0.8082  0.23
H4 0.8261 -1.5407 -1.6903  0.24
H5 -0.1973 1.6204 2.3051  0.13

Atoms 1-2, force components in eV/Å:
H 0.0422 -0.0187 -0.0422
N 0.3152 0.0429 0.3592

---

# 3
Molecular formula: C4H3N
Method: DFT, the ωB97M-V functional and the def2-TZVPD basis

Energy above the lowest of the compared OMol25 structures with the same formula, charge and spin ... 0.243 eV
2S+1 ... 3
F_max ... 10.08 eV Å⁻¹
DFT total energy ... -5679.8007 eV
⟨S²⟩ ... 2.02
Highest occupied orbital energy (spin up / spin down) ... -6.164 / -10.307 eV
Charge ... 0

Each line ends with the natural charge from an NBO analysis.
Cartesian coordinates (Å):
C1 1.7629 -0.1704 -0.0781  0.20
C2 -0.4718 -0.1756 -0.0112  0.09
C3 -1.5234 0.6645 -0.0231  -0.44
C4 0.5959 -0.9434 -0.0379  -0.28
N1 2.6341 0.5700 0.0332  -0.25
H1 -2.1590 1.0076 -0.8035  0.21
H2 -1.5940 1.0577 0.9406  0.21
H3 0.7552 -2.0105 -0.0200  0.25

Atoms 1-2, force components in eV/Å:
C -2.2431 -2.3336 1.1558
C -8.8487 4.7774 -0.7046

---

# 4
Molecular formula: C16H42BBrN2O12P2Si2
Method: DFT, the ωB97M-V functional and the def2-TZVPD basis

F_max ... 10.03 eV Å⁻¹
DFT total energy ... -149873.4647 eV
Highest occupied orbital energy ... -9.718 eV
Charge ... 0

Each line ends with the Mulliken charge.
Cartesian coordinates (Å):
C1 1.0008 -3.3257 1.2008  -0.76
C2 -0.2630 -2.3252 0.7828  0.37
O1 -1.4417 -2.5830 1.3532  -0.54
N1 0.0633 -1.1928 -0.1622  0.43
C3 -1.0727 -0.8454 -1.0948  0.27
C4 -2.5817 -0.3626 -0.6782  -0.34
O2 -0.8027 -0.8999 -2.4282  -0.57
Si1 0.7671 0.2398 0.6646  0.16
Br1 1.5884 -0.1877 2.7750  -0.33
O3 -0.3736 1.5694 0.8000  -0.24
Si2 -1.2196 1.5085 2.3404  0.59
B1 2.2573 0.9059 -0.4373  0.88
N2 2.9028 -0.0813 -1.3992  -0.64
O4 2.7382 2.3227 -0.3147  -0.65
H1 0.7287 -4.4340 0.9036  0.35
H2 1.0458 -3.2819 2.3860  0.26
H3 2.0083 -2.9719 0.7098  0.12
H4 -2.8508 0.7411 -0.9584  0.30
H5 -3.3519 -1.0782 -1.2440  -0.03
H6 -2.8045 -0.5375 0.4763  0.18
H7 -1.3867 0.1373 2.8736  -0.13
H8 -0.4970 2.3298 3.3303  -0.17
H9 -2.6029 2.0373 2.2230  -0.19
H10 2.9143 0.2772 -2.3800  0.22
H11 3.8954 -0.2932 -1.1567  0.16
H12 3.6119 2.3045 0.2074  0.31
O5 -7.3477 -0.4905 -0.6349  -0.68
P1 -8.1751 -0.3743 -1.9384  1.05
O6 -9.6055 -0.8208 -1.2321  -0.34
C5 -10.3039 0.1508 -0.4766  -0.32
C6 -11.0667 1.0915 -1.3868  -0.96
O7 -7.7622 -1.8897 -2.4951  -0.37
C7 -6.4584 -2.4008 -2.2532  -0.29
C8 -6.4841 -3.3838 -1.0982  -1.29
O8 -9.0997 -0.2444 -3.3948  -0.24
C9 -8.4254 0.3284 -4.5053  -0.38
C10 -7.5786 -0.6991 -5.2360  -0.89
H13 -9.6126 0.7017 0.1693  0.27
H14 -11.0077 -0.3848 0.1689  0.33
H15 -10.3774 1.7082 -1.9718  0.23
H16 -11.7125 1.7560 -0.8048  0.40
H17 -11.6822 0.5315 -2.0987  0.23
H18 -5.7436 -1.5893 -2.0783  0.34
H19 -6.1328 -2.9200 -3.1610  0.41
H20 -6.9152 -2.9402 -0.1956  0.30
H21 -5.4750 -3.7353 -0.8649  0.39
H22 -7.1074 -4.2490 -1.3482  0.32
H23 -7.8207 1.1782 -4.1781  0.32
H24 -9.1955 0.7059 -5.1848  0.33
H25 -6.6632 -0.9104 -4.6732  0.14
H26 -7.2796 -0.3269 -6.2189  0.41
H27 -8.1162 -1.6421 -5.3577  0.27
O9 6.2906 1.7804 1.4603  -0.62
P2 7.7173 1.6398 2.0451  0.97
O10 8.4684 2.3296 0.7397  -0.34
C11 8.4461 3.7403 0.6306  -0.30
C12 9.4865 4.3650 1.5377  -0.97
O11 7.9082 0.0586 1.5548  -0.35
C13 6.7958 -0.8257 1.5704  -0.42
C14 6.2329 -0.9885 0.1712  -0.98
O12 9.3114 1.4827 2.6986  -0.25
C15 9.3853 1.0544 4.0503  -0.37
C16 9.2824 -0.4567 4.1643  -0.91
H28 7.4460 4.1249 0.8549  0.25
H29 8.6726 3.9886 -0.4114  0.33
H30 9.2253 4.2123 2.5894  0.23
H31 9.5640 5.4411 1.3558  0.41
H32 10.4680 3.9060 1.3791  0.23
H33 6.0315 -0.4844 2.2771  0.40
H34 7.1503 -1.7971 1.9314  0.39
H35 5.9735 -0.0250 -0.2779  0.16
H36 5.3388 -1.6184 0.1832  0.34
H37 6.9770 -1.4488 -0.4875  0.29
H38 8.6109 1.5490 4.6424  0.32
H39 10.3583 1.3766 4.4334  0.34
H40 8.2460 -0.7814 4.0228  0.16
H41 9.5981 -0.7932 5.1549  0.41
H42 9.8905 -0.9542 3.4056  0.27

Atoms 1-2, force components in eV/Å:
C -0.6621 0.6470 0.2468
C -3.6850 -2.0635 3.0889